Run one
C27H73N3O8 | ωB97M-V/def2-TZVPD

Each line ends with the Mulliken charge.
Atoms and positions in Å:
C 11.573 9.934 10.017  -1.0190
C 11.790 8.471 10.553  1.1982
C 10.578 7.602 10.199  -1.0423
O 10.448 7.679 8.811  -0.2801
C 9.382 7.021 8.348  -0.7608
N 13.072 7.973 10.041  -0.4422
H 11.963 10.093 9.002  0.4776
H 12.071 10.631 10.715  0.0299
H 10.500 10.179 9.969  0.2057
H 11.880 8.540 11.623  -0.5452
H 9.680 8.049 10.658  0.4499
H 10.716 6.549 10.508  0.4857
H 9.509 5.922 8.375  0.2830
H 9.233 7.348 7.303  0.2357
H 8.471 7.273 8.935  0.3065
H 13.053 6.984 9.858  0.2471
H 13.318 8.403 9.151  0.2632
C 11.961 15.505 14.771  -1.5470
C 13.328 15.160 14.253  0.2746
C 14.151 14.579 15.418  -0.2212
O 14.471 15.440 16.518  -0.4591
C 15.562 16.256 16.131  -0.7155
N 13.154 14.022 13.282  -0.5927
H 11.532 14.597 15.196  0.2016
H 11.223 15.936 14.085  0.4056
H 12.038 16.192 15.607  0.4363
H 13.821 16.020 13.778  0.4717
H 15.125 14.223 15.114  0.2469
H 13.611 13.717 15.801  0.0512
H 15.282 16.968 15.345  0.2546
H 16.414 15.659 15.824  0.2862
H 15.936 16.840 16.926  0.3684
H 12.379 14.342 12.747  0.1469
H 14.005 14.003 12.764  0.2281
C 16.640 11.904 13.356  -1.1399
C 16.207 11.277 11.982  0.1607
C 16.087 9.759 12.141  -0.8235
O 15.175 9.441 13.201  0.1040
C 14.906 8.083 13.296  -0.7691
N 14.996 11.994 11.488  -0.5944
H 17.643 11.468 13.562  0.4748
H 15.936 11.645 14.164  0.0226
H 16.773 12.987 13.261  0.3453
H 17.075 11.463 11.335  0.4465
H 17.102 9.484 12.407  0.3974
H 15.721 9.247 11.206  0.3089
H 15.816 7.645 13.749  0.3169
H 14.714 7.680 12.277  0.4032
H 14.073 7.936 13.978  -0.0109
H 14.888 11.678 10.543  0.3178
H 14.187 11.697 12.018  0.0142
C 8.202 13.499 13.610  -1.2519
C 8.120 12.280 12.705  1.0927
C 6.943 12.492 11.772  -1.6008
O 9.235 11.998 11.928  -0.4950
H 7.327 13.656 14.220  0.4465
H 8.363 14.425 13.004  0.2919
H 9.070 13.460 14.250  0.2079
H 7.912 11.431 13.360  -0.0127
H 6.022 12.705 12.317  0.3983
H 6.744 11.621 11.140  0.3769
H 7.156 13.310 11.072  0.3618
H 10.058 11.882 12.445  0.1684
C 10.159 7.534 17.253  -0.9983
C 9.559 8.881 17.671  1.1269
C 8.076 8.889 17.372  -1.5176
O 9.866 9.174 19.075  -0.5558
H 9.868 7.378 16.226  0.3508
H 9.674 6.746 17.823  0.5288
H 11.232 7.554 17.355  -0.0493
H 10.068 9.694 17.190  -0.1775
H 7.942 9.039 16.295  0.3322
H 7.518 9.708 17.843  0.3770
H 7.571 7.944 17.571  0.3436
H 9.565 8.459 19.622  0.2907
C 12.682 10.455 15.333  -0.2901
C 11.929 10.470 13.998  2.4348
C 10.763 9.516 14.032  -1.4430
O 11.502 11.837 13.784  -0.1073
H 13.569 11.088 15.242  -0.1459
H 13.023 9.451 15.598  -0.5796
H 12.097 10.820 16.196  0.3600
H 12.585 10.127 13.196  -1.0135
H 10.267 9.535 13.069  0.2499
H 10.052 9.829 14.800  0.1123
H 11.246 8.555 14.176  0.4122
H 12.281 12.428 13.718  0.0247
C 12.608 10.467 21.191  -1.5139
C 13.121 10.515 19.760  0.8910
C 14.586 10.891 19.722  -1.3777
O 12.897 9.294 19.062  -0.3508
H 12.903 11.449 21.593  0.4183
H 13.163 9.729 21.759  0.3497
H 11.544 10.299 21.298  0.3413
H 12.560 11.289 19.200  0.0870
H 15.102 10.331 20.492  0.3445
H 14.677 11.971 19.891  0.4464
H 15.089 10.719 18.760  0.2120
H 11.994 9.003 19.292  0.1490
C 14.365 6.371 16.779  -0.7786
C 15.498 6.947 17.640  0.3293
C 16.117 8.178 16.923  -0.5960
O 14.985 7.267 18.883  -0.5543
H 13.777 5.669 17.359  0.3714
H 14.813 5.910 15.887  0.4191
H 13.711 7.207 16.456  -0.2810
H 16.272 6.206 17.847  0.3480
H 16.808 8.640 17.642  0.3776
H 15.362 8.932 16.635  -0.1972
H 16.608 7.871 15.968  0.3026
H 14.109 7.708 18.789  0.3086

Its lowest unoccupied orbital energy is 0.651 eV. As for the SMILES: COC[C@H](C)N.COC[C@H](C)N.COC[C@H](C)N.CC(C)O.CC(C)O.CC(C)O.CC(C)O.CC(C)O. As for the HOMO energy: -9.32 eV. The orbital gap comes out at 10.0 eV. The spin multiplicity is 1.


Run two
C27H73N3O8 | ωB97M-V/def2-TZVPD

Each line ends with the Mulliken charge.
Atoms and positions in Å:
C 10.058 16.537 11.640  -1.2654
C 9.072 15.652 12.297  0.4420
C 9.231 14.230 11.853  -0.6584
O 9.282 15.827 13.697  -0.5907
H 10.011 17.557 12.042  0.3510
H 9.792 16.503 10.572  0.4256
H 11.104 16.273 11.680  0.1732
H 8.035 16.045 12.109  0.2976
H 10.232 13.868 12.246  -0.0701
H 9.294 14.276 10.776  0.2900
H 8.424 13.599 12.252  0.4624
H 8.747 15.210 14.177  0.2890
C 19.158 13.014 9.789  -1.3246
C 17.796 13.634 9.377  0.9297
C 17.957 14.800 8.386  -1.2936
O 16.878 12.684 8.909  -0.5328
H 19.031 12.099 10.434  0.1731
H 19.949 13.645 10.188  0.3810
H 19.467 12.573 8.863  0.3822
H 17.278 14.132 10.218  0.0642
H 16.980 15.276 8.293  0.2791
H 18.395 14.598 7.421  0.3238
H 18.717 15.400 8.923  0.3735
H 16.040 12.941 9.175  0.0995
C 15.134 8.011 7.696  -1.6024
C 14.290 9.171 8.244  1.6356
C 13.710 10.117 7.157  -1.5742
O 13.152 8.760 8.931  -0.1785
H 14.530 7.482 6.909  0.2863
H 15.335 7.396 8.545  0.4589
H 16.003 8.391 7.184  0.4197
H 14.853 9.843 8.911  -0.5260
H 13.068 9.511 6.531  0.4476
H 14.493 10.550 6.509  0.4022
H 13.135 10.862 7.686  0.2027
H 13.381 8.031 9.506  0.2314
C 13.973 14.935 9.520  -1.2335
C 12.833 14.046 9.951  2.4473
C 11.757 13.848 8.862  -1.6366
O 13.396 12.723 10.081  0.8955
H 14.382 14.448 8.681  0.3446
H 14.650 14.925 10.415  0.1847
H 13.664 15.971 9.396  0.4139
H 12.426 14.460 10.875  -1.3644
H 12.275 13.612 7.968  0.4413
H 11.234 14.734 8.676  0.4571
H 11.024 13.059 9.047  0.2071
H 13.673 12.711 11.017  -0.6371
C 8.659 8.414 7.475  -1.2984
C 8.826 9.902 7.583  0.3283
C 8.437 10.390 9.034  -0.6758
O 10.234 10.152 7.297  -0.4810
H 7.569 8.259 7.751  0.3682
H 9.242 7.826 8.220  0.2824
H 8.858 8.085 6.497  0.3761
H 8.225 10.401 6.819  0.3465
H 8.808 11.416 9.216  -0.0035
H 9.019 9.779 9.760  0.0702
H 7.382 10.312 9.221  0.4641
H 10.756 9.494 7.742  0.2215
C 13.818 6.862 13.011  -1.6127
C 12.556 7.306 12.324  0.4074
C 12.402 8.820 12.279  0.0446
O 11.134 9.151 11.617  -0.5432
C 11.266 10.501 11.273  0.3325
N 12.701 6.861 10.943  -0.6263
H 14.680 7.131 12.477  0.3668
H 13.907 5.827 13.296  0.4445
H 13.968 7.534 13.944  0.2079
H 11.754 6.832 12.875  0.3237
H 13.219 9.142 11.601  -0.4193
H 12.387 9.358 13.239  0.6032
H 12.058 10.649 10.462  0.1318
H 11.577 11.081 12.108  0.0288
H 10.396 10.861 10.813  -0.3325
H 12.991 5.915 10.744  0.1943
H 11.875 7.023 10.391  0.1617
C 11.741 13.388 15.303  -1.2012
C 12.419 14.688 15.032  0.2099
C 12.816 14.765 13.577  0.1071
O 13.602 13.657 13.172  0.3852
C 14.864 13.540 13.773  -0.5078
N 11.639 15.797 15.514  -0.6643
H 12.250 12.607 14.752  0.2113
H 10.683 13.438 15.070  0.2230
H 11.810 13.201 16.403  0.2973
H 13.395 14.730 15.501  0.5322
H 13.406 15.662 13.421  0.2458
H 12.004 14.752 12.819  -1.2040
H 15.277 12.593 13.460  -0.3561
H 14.804 13.613 14.873  0.2857
H 15.460 14.355 13.443  0.3854
H 10.903 15.997 14.841  0.3255
H 12.277 16.585 15.664  0.3274
C 16.300 9.218 15.393  -1.0289
C 17.464 9.760 14.541  0.1726
C 17.165 9.562 13.074  -0.5693
O 15.893 10.106 12.849  0.4660
C 15.640 10.320 11.465  -1.0683
N 17.742 11.157 14.912  -0.6734
H 15.503 9.923 15.606  0.2761
H 16.643 8.786 16.348  0.3363
H 15.857 8.332 14.989  0.1891
H 18.403 9.178 14.785  0.2943
H 17.150 8.512 12.712  0.2907
H 17.912 10.128 12.461  0.1256
H 16.485 10.819 10.963  0.7227
H 14.848 11.058 11.339  -0.3192
H 15.361 9.383 10.934  0.2117
H 16.829 11.543 15.124  0.2488
H 18.195 11.666 14.136  0.2870

Its lowest unoccupied orbital energy is 0.602 eV. As for the SMILES: COC[C@H](C)N.COC[C@H](C)N.COC[C@H](C)N.CC(C)O.CC(C)O.CC(C)O.CC(C)O.CC(C)O. As for the HOMO energy: -9.02 eV. The orbital gap comes out at 9.6 eV. The spin multiplicity is 1.


Stability check: which of them is least stable? run two.


Run one
C9H14O | ωB97M-V/def2-TZVPD

Each line ends with the natural charge from an NBO analysis.
Atoms and positions in Å:
C 1.304 -1.911 0.448  -0.6344
C -2.649 -0.204 0.869  0.2642
C -2.404 -1.544 0.451  -0.2387
C -1.586 0.547 1.399  -0.2484
C -1.159 -2.059 0.141  -0.1978
C -0.300 -0.093 1.306  -0.2105
C -0.074 -1.316 0.609  -0.0113
O -3.945 0.266 1.042  -0.6955
H -3.214 -2.114 0.243  0.2013
H -4.402 0.428 0.038  0.4799
H -1.707 1.654 1.573  0.2323
H -1.096 -2.959 -0.280  0.2031
H 0.566 0.330 1.703  0.2079
H 1.617 -2.540 1.196  0.2175
H 2.001 -1.022 0.404  0.2166
H 1.435 -2.530 -0.479  0.2150
C 2.122 1.210 -0.939  -0.6453
C 1.896 2.570 -1.693  -0.6012
H 1.787 0.183 -1.338  0.2188
H 3.156 1.128 -0.627  0.2104
H 1.265 1.287 -0.200  0.2190
H 2.132 3.455 -1.324  0.2052
H 0.895 2.743 -1.876  0.1984
H 2.361 2.488 -2.667  0.1937

Its lowest unoccupied orbital energy is 0.683 eV. As for the SMILES: Cc1ccc(O)cc1.CC. As for the HOMO energy: -8.59 eV. The orbital gap comes out at 9.3 eV. The spin multiplicity is 1.


Run two
C9H14O | ωB97M-V/def2-TZVPD

Each line ends with the natural charge from an NBO analysis.
Atoms and positions in Å:
C 3.245 -2.049 -0.010  -0.6101
C 3.381 -0.577 0.488  -0.6214
H 3.767 -2.388 -0.896  0.2037
H 3.621 -2.726 0.738  0.2052
H 2.196 -2.250 -0.118  0.2023
H 4.085 -0.271 1.201  0.2080
H 2.365 -0.424 0.871  0.2083
H 3.421 0.230 -0.263  0.2042
C -1.042 0.600 -2.518  -0.6352
C -2.068 -0.438 0.975  -0.2854
C -1.758 -0.467 -0.344  -0.1914
C -2.015 0.776 1.637  0.3001
C -1.498 0.669 -1.105  -0.0454
C -1.857 2.001 0.941  -0.2637
C -1.515 1.901 -0.410  -0.1843
O -1.967 0.863 3.023  -0.6800
H -2.126 -1.344 1.576  0.2124
H -1.678 -1.355 -0.985  0.2049
H -2.449 0.121 3.415  0.4760
H -1.952 2.936 1.456  0.2282
H -1.752 -0.124 -2.968  0.2189
H -0.124 -0.007 -2.734  0.2218
H -1.289 2.740 -1.031  0.2023
H -0.991 1.582 -2.938  0.2206

Its lowest unoccupied orbital energy is 0.822 eV. As for the SMILES: Cc1ccc(O)cc1.CC. As for the HOMO energy: -8.31 eV. The orbital gap comes out at 9.1 eV. The spin multiplicity is 1.


Stability check: which of them is least stable? run one.